C28H32ClHoN6O5SSi as an isolated structure, computed with wB97M-V/def2-TZVPD.

XYZ file:
```
75
Properties=species:S:1:pos:R:3:forces:R:3
Ho -0.670394 0.079255 0.587214 -0.739 -1.621 0.995
C -1.796990 -1.575788 4.170937 -0.014 0.006 0.081
C -2.470603 -2.060353 2.924525 -0.138 -0.026 -0.045
C -3.379465 -3.096850 2.966556 0.002 0.054 -0.032
C -3.960293 -3.514658 1.769111 -0.053 -0.074 0.003
C -3.621011 -2.920129 0.581772 0.041 -0.032 0.074
C -2.660857 -1.885688 0.587907 0.050 0.078 -0.457
N -2.137207 -1.465429 1.771137 0.145 0.029 0.000
N -2.180288 -1.240995 -0.512762 0.183 -0.226 0.255
Si -1.917548 -2.023113 -2.046294 -0.059 0.201 0.188
C -0.870181 -0.846334 -3.027300 0.170 0.270 0.037
C -3.467567 -2.408468 -3.003410 -0.177 -0.082 -0.066
C -0.978873 -3.607038 -1.767694 0.066 -0.219 0.025
H -2.515729 -1.451478 4.980215 -0.021 -0.029 0.023
H -1.318807 -0.623370 3.983150 0.035 0.069 -0.049
H -1.045350 -2.293843 4.502400 0.039 -0.015 -0.005
H -3.634817 -3.558361 3.908462 -0.010 -0.025 0.041
H -4.685051 -4.319348 1.777130 -0.029 -0.008 -0.001
H -4.069825 -3.226752 -0.349606 -0.014 -0.006 -0.058
H -1.304167 0.157687 -3.024601 0.023 -0.015 -0.030
H -0.748031 -1.164305 -4.062552 -0.030 -0.070 -0.065
H 0.136417 -0.782466 -2.600388 -0.009 0.053 0.013
H -4.153929 -1.562864 -3.044578 -0.012 0.061 0.019
H -4.000840 -3.261386 -2.580111 -0.056 -0.013 -0.027
H -3.197328 -2.670254 -4.028169 -0.012 -0.032 -0.059
H -0.094823 -3.422029 -1.153132 0.009 0.024 0.009
H -0.647214 -4.040480 -2.714344 -0.005 -0.016 -0.037
H -1.598421 -4.348836 -1.258704 0.013 -0.040 0.026
N 1.018751 8.065512 -1.491534 0.035 0.136 -0.086
C 0.584117 6.783416 -1.249531 0.017 -0.001 0.031
C -0.763970 6.535308 -0.967473 -0.022 -0.062 0.034
C -1.208474 5.246937 -0.765056 0.126 0.074 -0.098
C -0.306923 4.190982 -0.841542 0.157 0.276 0.022
C 1.034357 4.416598 -1.109489 -0.074 0.103 -0.007
C 1.473571 5.708003 -1.324032 -0.009 -0.068 0.031
S -0.935367 2.597077 -0.630286 -0.139 0.106 0.066
O -2.036673 2.422375 -1.527607 -0.025 -0.053 -0.068
O 0.191819 1.626095 -0.805091 -0.064 0.641 -0.637
N -1.476305 2.276665 0.848701 0.475 0.628 0.376
C -0.633676 2.459607 1.961274 -0.714 0.349 -0.756
N 0.229362 3.474780 2.001964 -0.071 0.074 0.006
C 0.948700 3.586307 3.101621 0.136 -0.054 0.212
C 0.836874 2.702435 4.167962 -0.039 0.051 -0.071
C -0.048972 1.662977 3.998432 -0.126 -0.122 0.013
N -0.797163 1.520748 2.902270 0.253 0.124 -0.068
H 0.432866 8.828687 -1.200519 0.026 -0.040 0.012
H 2.006807 8.247433 -1.456249 -0.046 -0.018 0.023
H -1.462627 7.359949 -0.921819 -0.019 0.044 0.015
H -2.252590 5.061217 -0.559527 -0.061 -0.057 0.010
H 1.725258 3.588680 -1.152045 0.014 -0.085 -0.002
H 2.514124 5.891843 -1.554926 0.059 0.012 0.004
H 1.652709 4.410479 3.133746 0.016 0.027 -0.004
H 1.427035 2.801316 5.064579 0.033 0.030 0.026
H -0.168122 0.902426 4.762253 0.022 0.005 -0.001
C 3.230487 -4.355281 0.051236 0.012 -0.065 -0.004
C 3.105583 -3.301138 -1.007848 -0.046 0.086 -0.007
C 2.662129 -3.626345 -2.283072 -0.009 0.012 0.046
C 2.534151 -2.650136 -3.254477 -0.037 0.017 -0.130
Cl 1.944620 -3.099728 -4.834399 0.033 0.036 0.087
C 2.859122 -1.331150 -2.996638 -0.026 -0.041 0.038
C 3.298906 -0.994261 -1.725349 -0.046 -0.065 -0.017
C 3.404895 -1.965180 -0.744255 0.235 -0.124 -0.040
O 3.924018 -1.579010 0.479823 0.044 0.073 -0.113
C 3.048772 -1.545083 1.598634 0.116 0.064 0.107
C 1.727810 -0.893673 1.253728 -0.166 -0.069 -0.035
O 1.446171 0.265672 1.654004 0.258 -0.141 0.121
O 0.905966 -1.554877 0.544651 0.356 -0.203 0.038
H 3.279041 -5.345379 -0.399082 0.017 -0.008 -0.004
H 2.367111 -4.341632 0.719156 -0.051 0.017 0.001
H 4.124332 -4.203932 0.655935 0.026 0.014 0.003
H 2.409060 -4.650696 -2.519837 -0.011 -0.034 -0.007
H 2.757765 -0.583802 -3.769336 -0.004 0.034 -0.024
H 3.558564 0.025785 -1.478495 0.009 0.041 0.008
H 3.562081 -0.953353 2.354799 -0.037 -0.059 -0.023
H 2.853119 -2.550977 1.977873 -0.031 0.001 0.018
```
Positions in Å, forces in eV/Å.

* DFT total energy: -105773.82982 eV
* 2S+1: 5
* frontier orbital gap (alpha / beta): 7.94 / 7.96 eV
* HOMO energy (alpha / beta): -7.6114 / -7.6181 eV